Entry 1:
DFT (ωB97M-V/def2-TZVPD) results for a molecular structure, C40H48BaN5O3P2.

Last column: Löwdin charge in e.
CARTESIAN COORDINATES (ANGSTROEM)
Ba1 -0.351 0.616 0.159  1.76
C1 -0.375 4.267 -1.078  -0.26
P1 0.436 2.789 -1.885  0.96
C2 -0.227 2.835 -3.580  -0.39
C3 0.031 3.899 -4.448  -0.10
C4 -0.540 3.937 -5.707  -0.07
C5 -1.388 2.913 -6.119  -0.08
C6 -1.655 1.854 -5.268  -0.08
C7 -1.072 1.817 -4.006  -0.10
C8 2.197 3.235 -2.092  -0.37
C9 2.902 3.789 -1.020  -0.11
C10 4.272 3.990 -1.100  -0.09
C11 4.967 3.630 -2.247  -0.09
C12 4.278 3.068 -3.312  -0.08
C13 2.906 2.869 -3.233  -0.09
C14 -1.520 3.864 -0.186  -0.44
C15 -2.777 4.428 -0.078  -0.07
C16 -3.433 3.741 0.971  -0.09
C17 -2.548 2.789 1.441  -0.45
C18 -2.773 1.817 2.586  -0.28
P2 -2.605 0.006 2.144  0.93
C19 -2.649 -0.860 3.745  -0.40
C20 -3.550 -0.556 4.765  -0.08
C21 -3.517 -1.247 5.965  -0.07
C22 -2.585 -2.259 6.165  -0.08
C23 -1.688 -2.578 5.158  -0.08
C24 -1.722 -1.877 3.958  -0.11
C25 -4.208 -0.397 1.377  -0.37
C26 -4.961 -1.500 1.773  -0.09
C27 -6.116 -1.849 1.084  -0.08
C28 -6.537 -1.099 -0.003  -0.08
C29 -5.798 0.010 -0.397  -0.08
C30 -4.638 0.355 0.279  -0.10
N1 -1.363 2.855 0.730  -0.22
H1 -0.710 4.940 -1.869  0.09
H2 0.389 4.809 -0.514  0.07
H3 0.686 4.703 -4.131  0.11
H4 -0.330 4.769 -6.366  0.11
H5 -1.838 2.946 -7.103  0.11
H6 -2.315 1.055 -5.580  0.10
H7 -1.283 0.970 -3.362  0.09
H8 2.382 4.078 -0.113  0.10
H9 4.795 4.440 -0.265  0.10
H10 6.034 3.794 -2.313  0.10
H11 4.801 2.785 -4.216  0.11
H12 2.388 2.423 -4.073  0.11
H13 -3.161 5.243 -0.674  0.09
H14 -4.431 3.914 1.347  0.10
H15 -3.771 1.964 3.002  0.08
H16 -2.065 1.994 3.403  0.08
H17 -4.292 0.222 4.623  0.11
H18 -4.222 -0.998 6.748  0.11
H19 -2.566 -2.798 7.103  0.11
H20 -0.964 -3.370 5.299  0.10
H21 -1.024 -2.138 3.168  0.08
H22 -4.647 -2.093 2.624  0.10
H23 -6.689 -2.708 1.411  0.11
H24 -7.441 -1.373 -0.533  0.10
H25 -6.124 0.613 -1.235  0.11
H26 -4.088 1.235 -0.039  0.10
N2 2.230 0.431 1.645  0.00
C31 3.255 0.168 0.622  -0.29
C32 4.567 -0.446 1.130  -0.14
C33 4.468 -1.766 1.897  -0.16
C34 3.975 -2.957 1.082  -0.15
N3 4.667 -3.097 -0.199  0.10
C35 5.852 -3.645 -0.360  -0.43
N4 6.484 -3.506 -1.530  0.21
N5 6.444 -4.340 0.620  0.21
C36 2.678 -0.595 -0.599  -0.63
O1 3.458 -1.085 -1.427  0.00
O2 1.413 -0.605 -0.672  -0.39
H27 2.519 1.208 2.230  0.09
H28 2.123 -0.365 2.267  0.07
H29 3.514 1.146 0.200  0.14
H30 5.050 0.281 1.788  0.12
H31 5.234 -0.558 0.274  0.11
H32 3.811 -1.671 2.768  0.11
H33 5.450 -1.996 2.318  0.11
H34 2.917 -2.871 0.830  0.12
H35 4.048 -3.889 1.646  0.12
H36 4.315 -2.430 -0.906  0.10
H37 6.075 -2.955 -2.266  0.13
H38 7.363 -3.954 -1.712  0.13
H39 5.949 -4.534 1.470  0.11
H40 7.302 -4.837 0.462  0.13
C37 -2.987 -3.837 -0.642  -0.13
C38 -1.721 -4.212 0.158  -0.14
C39 -0.736 -3.110 -0.207  -0.22
O3 -1.558 -1.965 -0.427  -0.31
C40 -2.677 -2.442 -1.194  -0.17
H41 -3.861 -3.809 0.005  0.10
H42 -3.193 -4.543 -1.445  0.11
H43 -1.343 -5.204 -0.085  0.11
H44 -1.931 -4.185 1.228  0.11
H45 -0.169 -3.334 -1.117  0.13
H46 -0.026 -2.860 0.584  0.11
H47 -2.384 -2.479 -2.249  0.13
H48 -3.485 -1.724 -1.068  0.10

Properties
E_LUMO: -2.287 eV
Energy relative to the best compared isomer or geometry (same formula, charge and spin): 104.5 kJ/mol
Kohn-Sham gap: 6.1947 eV
E_tot: -75121.8262 eV
Total charge: +1

---

Entry 2:
DFT (ωB97M-V/def2-TZVPD) results for a molecular structure, C40H48CaCl2NO4PS2SiTe.

Last column: Löwdin charge in e.
CARTESIAN COORDINATES (ANGSTROEM)
Ca1 -1.274 0.610 0.120  1.14
C1 -4.617 -1.039 -6.534  -0.19
Si1 -3.815 -1.901 -5.032  0.53
C2 -2.125 -2.527 -5.576  -0.24
C3 -4.887 -3.419 -4.609  -0.19
C4 -3.963 -0.758 -3.545  -0.28
C5 -5.237 -0.293 -3.268  -0.13
C6 -5.494 0.503 -2.160  -0.09
C7 -4.421 0.826 -1.352  -0.19
N1 -3.177 0.414 -1.575  -0.07
C8 -2.918 -0.400 -2.632  -0.81
S1 -1.328 -0.975 -2.778  0.56
H1 -4.614 -1.695 -7.407  0.01
H2 -4.076 -0.129 -6.800  0.02
H3 -5.653 -0.754 -6.336  0.01
H4 -2.184 -3.121 -6.493  0.02
H5 -1.690 -3.131 -4.783  0.00
H6 -1.443 -1.693 -5.735  0.01
H7 -5.029 -4.096 -5.455  0.02
H8 -5.873 -3.118 -4.250  0.01
H9 -4.410 -3.983 -3.804  0.03
H10 -6.059 -0.562 -3.929  0.09
H11 -6.493 0.857 -1.945  0.09
H12 -4.576 1.434 -0.477  0.03
Cl1 2.642 -0.854 5.809  0.59
C9 1.613 -1.055 4.412  -0.70
C10 0.245 -0.842 4.516  -0.14
C11 -0.570 -1.046 3.423  -0.06
C12 -0.063 -1.473 2.169  -0.37
C13 -0.910 -1.667 1.034  -0.24
C14 1.335 -1.684 2.121  -0.10
C15 2.159 -1.467 3.209  -0.14
H13 -0.179 -0.515 5.457  0.10
H14 -1.634 -0.855 3.511  0.10
H15 -1.947 -1.902 1.281  0.03
H16 -0.505 -2.321 0.262  0.01
H17 1.773 -2.033 1.192  0.06
H18 3.226 -1.638 3.128  0.09
Cl2 3.472 2.523 1.364  0.69
C16 2.719 2.618 2.942  -0.60
C17 3.551 2.781 4.026  -0.18
C18 3.032 2.864 5.313  -0.18
C19 1.645 2.744 5.460  -0.16
C20 0.818 2.585 4.379  -0.08
C21 1.290 2.552 3.019  -0.37
C22 0.419 2.520 1.946  -0.11
H19 4.622 2.845 3.864  0.08
H20 3.682 2.986 6.170  0.06
H21 1.219 2.773 6.459  0.08
H22 -0.250 2.467 4.524  0.08
H23 0.763 2.674 0.932  -0.01
H24 -0.642 2.607 2.140  -0.03
O1 1.147 0.689 -0.822  -0.61
S2 2.413 -0.039 -0.611  0.91
C23 3.651 0.932 -1.611  -0.27
C24 5.096 0.559 -1.429  -0.27
C25 5.991 0.660 -2.492  -0.05
C26 7.339 0.390 -2.319  -0.10
C27 7.817 -0.001 -1.078  -0.11
C28 6.934 -0.118 -0.015  -0.08
C29 5.588 0.166 -0.184  -0.06
C30 2.146 -1.535 -1.716  -0.26
C31 3.341 -2.326 -2.109  -0.27
C32 3.821 -2.314 -3.415  -0.05
C33 4.935 -3.053 -3.773  -0.10
C34 5.590 -3.829 -2.829  -0.10
C35 5.128 -3.842 -1.520  -0.09
C36 4.018 -3.099 -1.164  -0.04
H25 3.499 1.938 -1.218  0.06
H26 3.328 0.919 -2.653  0.10
H27 5.621 0.951 -3.469  0.11
H28 8.020 0.478 -3.157  0.09
H29 8.869 -0.223 -0.940  0.09
H30 7.293 -0.439 0.955  0.10
H31 4.915 0.091 0.660  0.08
H32 1.592 -1.136 -2.566  0.06
H33 1.461 -2.141 -1.120  0.08
H34 3.311 -1.711 -4.158  0.12
H35 5.302 -3.015 -4.792  0.10
H36 6.457 -4.414 -3.109  0.09
H37 5.644 -4.433 -0.774  0.10
H38 3.669 -3.103 -0.137  0.11
C37 -3.006 3.813 5.228  -0.07
C38 -3.272 3.842 3.733  -0.34
O2 -3.046 2.543 3.211  -0.30
P1 -3.388 2.230 1.647  0.04
O3 -2.949 0.811 1.493  -0.50
Te1 -2.791 3.918 0.153  0.44
O4 -5.039 2.297 1.711  -0.34
C39 -5.708 1.349 2.533  -0.31
C40 -6.302 0.214 1.714  -0.08
H39 -3.257 4.777 5.672  0.07
H40 -1.955 3.595 5.414  0.06
H41 -3.614 3.038 5.698  0.07
H42 -2.608 4.560 3.241  0.08
H43 -4.307 4.151 3.536  0.11
H44 -6.502 1.892 3.057  0.11
H45 -5.019 0.937 3.276  0.11
H46 -6.983 0.605 0.956  0.07
H47 -6.847 -0.467 2.370  0.07
H48 -5.508 -0.340 1.213  0.07

Properties
E_LUMO: 3.822 eV
Energy relative to the best compared isomer or geometry (same formula, charge and spin): 0.0 kJ/mol
Kohn-Sham gap: 4.1209 eV
E_tot: -141559.5665 eV
Total charge: -2

---

Entry 3:
DFT (ωB97M-V/def2-TZVPD) results for a molecular structure, C40H48N3O2OsTe.

Last column: Löwdin charge in e.
CARTESIAN COORDINATES (ANGSTROEM)
Os1 -0.120 0.028 -0.602  1.24
C1 -0.086 -0.529 4.216  -0.03
C2 0.967 -1.264 3.395  -0.36
C3 1.907 -0.332 2.648  -0.06
C4 0.369 -2.345 2.539  -0.13
C5 0.683 -3.652 2.908  -0.02
C6 0.169 -4.751 2.252  -0.05
C7 -0.707 -4.564 1.204  -0.03
C8 -1.080 -3.287 0.808  -0.14
C9 -2.044 -3.154 -0.359  -0.38
C10 -1.337 -3.461 -1.678  -0.05
C11 -3.293 -4.018 -0.178  -0.05
C12 -0.521 -2.175 1.470  -0.14
N1 -0.921 -0.879 0.911  -0.11
C13 -2.252 -0.511 1.199  -0.49
O1 -2.891 -0.875 2.147  0.16
C14 -2.820 0.380 0.130  -0.28
C15 -4.100 0.900 0.093  0.05
C16 -4.472 1.610 -1.044  0.01
C17 -3.557 1.832 -2.072  0.06
C18 -2.281 1.320 -1.930  -0.18
N2 -1.979 0.599 -0.853  -0.13
C19 -1.135 1.416 -2.885  -0.44
O2 -1.156 2.111 -3.864  0.15
N3 -0.070 0.605 -2.465  -0.08
C20 0.893 0.209 -3.479  -0.14
C21 2.260 0.408 -3.245  -0.16
C22 3.170 -0.021 -4.202  -0.02
C23 2.748 -0.632 -5.367  -0.04
C24 1.401 -0.855 -5.569  -0.02
C25 0.448 -0.461 -4.634  -0.12
C26 -1.001 -0.824 -4.907  -0.37
C27 -1.147 -2.333 -5.132  -0.06
C28 -1.570 -0.057 -6.102  -0.04
C29 2.807 0.977 -1.967  -0.35
C30 2.285 2.361 -1.600  -0.09
C31 2.760 -0.082 -0.846  -0.03
H1 0.386 0.229 4.841  0.08
H2 -0.635 -1.218 4.858  0.10
H3 -0.813 -0.032 3.574  0.05
H4 1.605 -1.801 4.103  0.13
H5 1.400 0.232 1.863  0.01
H6 2.735 -0.889 2.202  0.09
H7 2.327 0.390 3.343  0.08
H8 1.365 -3.801 3.736  0.12
H9 0.448 -5.749 2.561  0.11
H10 -1.122 -5.424 0.694  0.12
H11 -2.387 -2.124 -0.428  0.09
H12 -0.943 -4.479 -1.685  0.09
H13 -0.489 -2.784 -1.845  0.07
H14 -2.024 -3.354 -2.518  0.07
H15 -3.054 -5.081 -0.212  0.08
H16 -4.006 -3.819 -0.979  0.08
H17 -3.778 -3.812 0.777  0.09
H18 -4.762 0.760 0.935  0.14
H19 -5.470 2.019 -1.119  0.13
H20 -3.808 2.402 -2.955  0.14
H21 4.228 0.143 -4.032  0.12
H22 3.469 -0.948 -6.108  0.11
H23 1.077 -1.363 -6.468  0.12
H24 -1.597 -0.582 -4.023  0.11
H25 -0.694 -2.634 -6.077  0.08
H26 -2.202 -2.607 -5.177  0.09
H27 -0.673 -2.908 -4.337  0.06
H28 -1.014 -0.305 -7.008  0.09
H29 -1.516 1.019 -5.958  0.07
H30 -2.611 -0.339 -6.268  0.09
H31 3.876 1.125 -2.148  0.14
H32 1.368 2.355 -1.027  -0.06
H33 2.109 2.956 -2.497  0.11
H34 3.027 2.876 -0.995  0.07
H35 1.736 -0.516 -0.594  0.01
H36 3.158 0.273 0.104  0.07
H37 3.267 -0.998 -1.150  0.11
C32 2.515 3.794 6.354  -0.04
C33 1.807 3.468 5.075  -0.24
C34 0.428 3.293 5.048  -0.01
C35 -0.254 3.011 3.876  -0.33
C36 -1.751 2.846 3.940  -0.09
C37 0.485 2.898 2.677  -0.50
Te1 -0.577 2.514 0.936  1.35
C38 1.884 3.073 2.682  -0.33
C39 2.713 2.985 1.446  -0.08
C40 2.514 3.354 3.882  -0.01
H38 1.937 3.477 7.220  0.08
H39 2.668 4.873 6.434  0.09
H40 3.495 3.321 6.395  0.08
H41 -0.132 3.378 5.972  0.12
H42 -2.096 2.959 4.965  0.08
H43 -2.063 1.864 3.581  0.05
H44 -2.263 3.591 3.330  0.07
H45 2.409 2.157 0.818  0.00
H46 3.763 2.856 1.703  0.10
H47 2.619 3.898 0.851  0.10
H48 3.589 3.485 3.890  0.13

Properties
E_LUMO (spin up / spin down): -4.876 / -4.961 eV
Energy relative to the best compared isomer or geometry (same formula, charge and spin): 149.8 kJ/mol
Kohn-Sham gap (spin up / spin down): 5.8462 / 5.7585 eV
E_tot: -60579.3009 eV
Total charge: +1

---

Entry 4:
DFT (ωB97M-V/def2-TZVPD) results for a molecular structure, C40H48N4O5PPtSSi.

Last column: Löwdin charge in e.
CARTESIAN COORDINATES (ANGSTROEM)
Pt1 0.592 0.104 -0.012  1.01
C1 1.441 5.015 1.552  -0.04
C2 0.766 3.696 1.165  -0.37
C3 0.906 2.713 2.324  -0.08
C4 1.379 3.116 -0.117  -0.25
C5 1.477 4.103 -1.284  0.00
O1 0.375 3.718 -2.155  0.07
C6 -0.059 2.540 -1.790  -0.29
N1 0.516 2.050 -0.722  -0.05
C7 -1.164 2.005 -2.608  -0.12
C8 -1.871 2.937 -3.366  0.03
C9 -2.960 2.549 -4.133  0.00
C10 -3.362 1.224 -4.141  -0.01
C11 -2.658 0.282 -3.400  -0.06
C12 -1.553 0.655 -2.645  -0.28
P1 -0.538 -0.664 -1.955  0.98
C13 -1.641 -2.017 -1.518  -0.38
C14 -2.784 -1.734 -0.757  -0.12
C15 -3.634 -2.761 -0.369  -0.06
C16 -3.344 -4.076 -0.731  -0.04
C17 -2.208 -4.359 -1.478  -0.03
C18 -1.353 -3.332 -1.872  -0.06
C19 0.604 -1.163 -3.242  -0.37
C20 1.966 -0.881 -3.128  -0.11
C21 2.834 -1.225 -4.152  -0.04
C22 2.344 -1.849 -5.290  -0.02
C23 0.985 -2.118 -5.417  -0.03
C24 0.111 -1.772 -4.402  -0.08
H1 1.183 5.279 2.576  0.10
H2 1.131 5.850 0.926  0.08
H3 2.530 4.931 1.502  0.10
H4 -0.298 3.876 0.970  0.15
H5 1.948 2.646 2.648  0.10
H6 0.585 1.699 2.057  0.00
H7 0.315 3.036 3.183  0.10
H8 2.357 2.694 0.115  0.12
H9 2.392 4.007 -1.863  0.15
H10 1.326 5.140 -1.009  0.13
H11 -1.580 3.977 -3.340  0.14
H12 -3.492 3.286 -4.719  0.13
H13 -4.216 0.915 -4.728  0.13
H14 -2.974 -0.754 -3.429  0.12
H15 -3.032 -0.706 -0.513  0.11
H16 -4.543 -2.537 0.177  0.12
H17 -4.016 -4.876 -0.448  0.13
H18 -1.995 -5.378 -1.773  0.13
H19 -0.471 -3.561 -2.457  0.11
H20 2.354 -0.392 -2.242  0.06
H21 3.891 -1.013 -4.061  0.12
H22 3.022 -2.124 -6.087  0.13
H23 0.607 -2.592 -6.313  0.12
H24 -0.948 -1.971 -4.519  0.11
C25 -0.101 -6.695 6.430  -0.09
C26 -0.391 -5.196 6.451  -0.27
S1 -0.778 -4.590 4.825  0.69
O2 0.339 -3.834 4.277  -0.34
O3 -1.356 -5.630 4.007  -0.29
C27 -2.066 -3.342 5.019  -0.18
C28 -2.659 -3.123 3.620  -0.08
N2 -2.143 -1.878 2.973  0.12
C29 -1.146 -1.888 1.997  -0.18
N3 -0.909 -0.601 1.572  0.02
C30 -1.704 0.195 2.250  0.06
C31 -2.494 -0.621 3.139  -0.02
N4 -3.493 -0.124 4.087  -0.30
O4 -3.757 1.044 3.934  0.18
O5 -3.967 -0.925 4.849  0.17
C32 -0.433 -3.067 1.573  0.05
H25 0.030 -7.031 7.457  0.10
H26 0.811 -6.917 5.881  0.09
H27 -0.925 -7.251 5.991  0.08
H28 0.467 -4.600 6.763  0.11
H29 -1.253 -4.953 7.074  0.11
H30 -1.556 -2.458 5.400  0.12
H31 -2.831 -3.651 5.727  0.12
H32 -3.743 -3.084 3.631  0.15
H33 -2.358 -3.931 2.956  0.11
H34 -1.758 1.267 2.136  0.15
H35 -1.131 -3.810 1.160  0.13
H36 0.039 -3.539 2.458  0.10
H37 0.321 -2.814 0.835  0.06
C33 2.609 -0.513 2.828  -0.18
Si1 2.761 -0.542 0.963  0.48
C34 4.120 0.588 0.389  -0.19
C35 3.137 -2.278 0.443  -0.32
C36 4.232 -2.872 1.089  -0.08
C37 4.624 -4.165 0.774  -0.05
C38 3.930 -4.896 -0.182  -0.05
C39 2.841 -4.328 -0.830  -0.06
C40 2.453 -3.033 -0.519  -0.15
H38 3.600 -0.274 3.226  0.06
H39 2.318 -1.503 3.182  0.04
H40 1.919 0.228 3.234  0.01
H41 4.123 1.552 0.901  0.03
H42 4.113 0.766 -0.689  0.04
H43 5.049 0.067 0.637  0.06
H44 4.795 -2.331 1.843  0.11
H45 5.478 -4.602 1.274  0.12
H46 4.241 -5.903 -0.423  0.12
H47 2.307 -4.894 -1.583  0.11
H48 1.617 -2.601 -1.059  0.04

Properties
2S+1: 5
E_LUMO (spin up / spin down): -9.234 / -12.374 eV
⟨S²⟩: 6.02
Energy relative to the best compared isomer or geometry (same formula, charge and spin): 119.2 kJ/mol
Kohn-Sham gap (spin up / spin down): 6.4749 / 3.6168 eV
E_tot: -89675.3225 eV
Total charge: +3